[1]
Formula: C7H14
Source: the OMol25 dataset
Level of theory: ωB97M-V/def2-TZVPD

Output
E_LUMO = 0.97 eV
gap between HOMO and LUMO = 11.11 eV
HOMO level = -0.3726 Eh
SMILES = CC(C)(C)C1CC1
spin multiplicity = 1
energy above the lowest of the compared OMol25 structures with the same formula, charge and spin = 18.2 kcal/mol

Each line ends with the natural charge from an NBO analysis.
CARTESIAN COORDINATES (ANGSTROEM)
C -0.57582 1.64556 0.48439  -0.60
C -0.52863 0.13392 0.22138  -0.06
C -1.16765 -0.15525 -1.14145  -0.61
C -1.33447 -0.59658 1.31069  -0.60
C 0.92666 -0.35733 0.31462  -0.22
C 2.06535 0.20368 -0.48866  -0.42
C 1.61592 -1.20928 -0.71516  -0.42
H -0.07820 1.89967 1.42759  0.21
H -0.07420 2.19969 -0.31782  0.21
H -1.61230 2.00158 0.53745  0.20
H -2.21087 0.18136 -1.14582  0.21
H -0.65578 0.36662 -1.96066  0.21
H -1.16838 -1.22846 -1.36172  0.21
H -0.91298 -0.39780 2.30500  0.21
H -2.38534 -0.27751 1.32187  0.21
H -1.31490 -1.68073 1.14483  0.21
H 1.20509 -0.59536 1.33780  0.21
H 1.83179 0.93085 -1.26003  0.21
H 3.01997 0.36089 0.00948  0.21
H 2.26238 -2.01572 -0.38060  0.21
H 1.09232 -1.40980 -1.64319  0.21

***

[2]
Formula: C2H6Cl2NO3P
Source: the OMol25 dataset
Level of theory: ωB97M-V/def2-TZVPD

Output
E_LUMO (alpha / beta) = -3.24 / -3.00 eV
gap between HOMO and LUMO (alpha / beta) = 6.36 / 6.60 eV
HOMO level (alpha / beta) = -0.3526 / -0.3528 Eh
spin multiplicity = 1
energy above the lowest of the compared OMol25 structures with the same formula, charge and spin = 61.9 kcal/mol

Each line ends with the natural charge from an NBO analysis.
CARTESIAN COORDINATES (ANGSTROEM)
C 0.79068 0.96521 -0.71057  -0.45
C -0.55671 -0.94315 -0.12743  -0.38
N -0.45966 0.36049 -0.89037  -0.80
O -2.43303 0.56891 -2.67158  -1.07
O -0.67315 2.48577 -2.29670  -0.82
O -1.46293 3.91215 0.18347  -0.55
P -1.04259 0.93318 -2.35429  2.19
Cl 0.30442 0.35821 -3.71168  -0.27
Cl -2.14275 3.15363 -0.88598  0.93
H 0.63808 2.07119 -0.88975  0.23
H 1.13498 0.66308 0.24079  0.20
H 1.61518 0.69869 -1.47534  0.18
H -1.45464 -1.36131 -0.39390  0.22
H 0.23385 -1.58652 -0.41382  0.19
H -0.54598 -0.66048 0.97002  0.20

***

[3]
Formula: C2H8P2S4
Source: the OMol25 dataset
Level of theory: ωB97M-V/def2-TZVPD

Output
E_LUMO = 0.11 eV
gap between HOMO and LUMO = 7.69 eV
HOMO level = -0.2783 Eh
SMILES = CC=P(S)(S)P(S)S
spin multiplicity = 1

Each line ends with the natural charge from an NBO analysis.
CARTESIAN COORDINATES (ANGSTROEM)
C -2.29976 0.02260 -0.31660  -0.63
C -1.10370 0.55405 0.37073  -0.85
P 0.39669 -0.32102 0.60929  0.84
P 2.37880 -0.40344 -0.64108  0.27
S 1.27848 0.49335 2.35580  -0.27
S 0.27211 -2.35675 1.17191  -0.26
S 1.34401 -0.86288 -2.39566  -0.27
S 2.71536 1.61400 -0.67085  -0.28
H -2.21437 0.13746 -1.38549  0.20
H -3.16237 0.55911 0.16300  0.22
H -2.30475 -0.93689 -0.04137  0.20
H -0.69347 1.59901 -0.03195  0.23
H 0.13015 1.06882 2.46372  0.17
H -0.74127 -2.76093 0.34341  0.16
H 0.24739 -0.08962 -2.09019  0.14
H 3.75670 1.68313 0.09534  0.15

***

[4]
Formula: C48H80BClFIN2O19P
Source: the OMol25 dataset
Level of theory: ωB97M-V/def2-TZVPD

Output
E_LUMO = -2.95 eV
gap between HOMO and LUMO = 8.15 eV
HOMO level = -0.4079 Eh
total charge = +1
spin multiplicity = 1

Each line ends with the Mulliken charge.
CARTESIAN COORDINATES (ANGSTROEM)
C -1.42736 -1.91784 3.26421  -2.18
C -1.38918 -0.95659 2.34461  0.98
C -2.64505 -0.47835 1.66777  -1.27
N -2.56132 0.21934 0.33844  -0.45
C -2.26479 1.70170 0.45527  -1.16
B -0.93889 2.15785 1.25156  1.00
O -1.11257 2.08193 2.61163  -0.36
O 0.17524 2.71242 0.69912  -0.67
C -2.70334 2.35279 -0.87952  -0.77
C -2.06568 3.74013 -1.07797  -0.13
C -2.77580 4.40413 -2.22630  -0.18
O -3.88321 4.80983 -2.15971  -0.50
F -2.08139 4.50128 -3.34699  -0.24
N -2.70022 1.48512 -2.07363  -0.59
C -1.75418 0.34371 -2.09081  -0.12
C -2.01214 -0.30401 -3.49044  -0.68
C -1.78485 -1.77613 -3.83289  -0.33
O -2.72086 -2.46470 -4.07902  -0.46
I 0.12191 -2.73991 -4.07906  0.10
P -0.02807 1.18642 -2.14202  -0.03
O -0.46749 2.13080 -3.39519  -0.51
O 0.84454 0.14351 -3.01941  -0.34
C -1.98797 -0.58512 -0.84794  1.60
Cl -0.40451 -1.28044 -0.42977  0.31
C -3.04122 -1.69679 -1.10088  -1.68
C -2.60339 -3.16712 -1.08904  -1.03
C -2.41267 -3.76004 0.31784  0.45
C -1.04996 -4.44301 0.52904  0.31
C -1.10347 -5.95759 0.46950  -0.47
C 0.24527 -6.58311 0.80948  -1.03
C 1.38109 -6.19905 -0.14970  -1.05
C 2.18464 -4.93474 0.21090  -0.07
C 3.70207 -5.07306 0.05950  -0.68
C 4.43414 -3.87021 0.69815  -0.87
C 5.33995 -3.13141 -0.30450  -0.74
C 4.58810 -2.03126 -1.04494  -0.07
O 5.17870 -1.68048 -2.28826  -0.30
C 5.10669 -2.70728 -3.26074  -0.89
H -2.37353 -2.31016 3.62399  0.27
H -0.52530 -2.35264 3.66664  0.40
H -0.43294 -0.51952 2.09984  0.60
H -3.34650 -1.30470 1.58944  0.94
H -3.13986 0.23724 2.33272  0.52
H -3.54144 0.26976 0.05123  0.71
H -3.03706 2.01546 1.16400  0.50
H -0.26620 2.01666 3.07745  0.23
H 1.01794 2.45962 1.09043  0.30
H -3.76177 2.60506 -0.76360  0.91
H -0.98957 3.70696 -1.20223  0.28
H -2.33685 4.34390 -0.21010  0.41
H -3.62508 1.06658 -2.14132  0.59
H -3.06402 -0.15113 -3.73917  0.59
H -1.46702 0.30189 -4.21713  0.74
H 0.21421 2.80976 -3.49038  0.35
H 1.55462 -0.25086 -2.49937  0.28
H -3.52553 -1.50913 -2.05798  0.81
H -3.85077 -1.62403 -0.37122  0.64
H -3.41254 -3.70187 -1.58886  0.62
H -1.72204 -3.36392 -1.69346  -0.04
H -2.56669 -3.01811 1.09488  -0.79
H -3.17197 -4.52594 0.49023  0.66
H -0.35140 -4.06658 -0.22357  -0.39
H -0.65813 -4.16347 1.50828  0.18
H -1.81904 -6.29156 1.22474  -0.23
H -1.45530 -6.34276 -0.49224  0.30
H 0.50727 -6.29092 1.82891  0.48
H 0.14773 -7.66849 0.76549  0.41
H 0.93578 -6.04007 -1.13779  0.32
H 2.06141 -7.04303 -0.26673  0.62
H 1.92078 -4.57838 1.20867  0.40
H 1.85815 -4.14418 -0.47579  -0.22
H 3.94238 -5.10746 -1.00224  0.36
H 4.00101 -5.99529 0.55607  0.50
H 5.06238 -4.20386 1.52199  0.43
H 3.70434 -3.16323 1.09665  0.33
H 6.19546 -2.69346 0.21169  0.29
H 5.74832 -3.84828 -1.01608  0.41
H 4.58244 -1.11768 -0.44851  0.36
H 3.53751 -2.32624 -1.18828  -0.03
H 4.89683 -2.26557 -4.23495  0.20
H 4.31934 -3.42900 -3.03198  0.31
H 6.05566 -3.24259 -3.32926  0.33
O 0.47913 -0.28233 5.16478  -0.55
C -0.30076 0.25306 5.90716  0.56
O -0.02553 0.51279 7.19262  -0.42
C -1.18206 1.08772 7.84339  -0.59
C -2.02037 1.68058 6.71544  -0.32
C -1.70298 0.71796 5.57209  0.65
H -1.70118 0.29211 8.38062  0.25
H -0.84029 1.82913 8.55966  0.38
H -3.07424 1.75940 6.95950  0.45
H -1.66085 2.67629 6.47373  0.02
H -2.36682 -0.14966 5.56690  0.21
H -1.68957 1.16441 4.58267  -0.52
O -2.70565 -5.32372 3.41966  -0.48
C -3.51883 -6.17038 3.66284  0.44
O -3.41732 -6.97861 4.73393  -0.38
C -4.46537 -7.96745 4.72216  -0.46
C -5.56434 -7.36942 3.85167  -0.58
C -4.75378 -6.53616 2.85897  -0.32
H -4.05907 -8.89014 4.30447  0.27
H -4.77827 -8.15248 5.74578  0.31
H -6.20080 -8.12179 3.39207  0.33
H -6.19611 -6.71416 4.45218  0.27
H -4.43681 -7.11977 1.99240  0.28
H -5.26974 -5.64011 2.52526  0.33
O -3.92257 10.88077 -4.07168  -0.55
C -3.95394 9.69184 -4.15914  0.43
O -4.99487 8.95160 -3.70260  -0.37
C -4.71344 7.54876 -3.84234  -0.21
C -3.65556 7.46058 -4.93655  -0.32
C -2.89368 8.77040 -4.73904  -0.40
H -4.35568 7.17348 -2.88395  0.14
H -5.63481 7.03137 -4.09751  0.31
H -3.04039 6.56661 -4.86309  0.14
H -4.13654 7.45950 -5.91528  0.29
H -2.08944 8.67412 -4.00778  0.24
H -2.49745 9.18409 -5.66142  0.31
O -3.68184 4.33602 6.96553  -0.55
C -3.52683 5.01223 5.99416  0.56
O -2.59821 4.72092 5.04225  -0.28
C -2.55745 5.76440 4.05295  -0.03
C -3.91327 6.45597 4.14121  -0.47
C -4.24852 6.29341 5.62315  -0.58
H -1.73194 6.43607 4.29553  0.26
H -2.36591 5.31076 3.08233  -0.13
H -3.88843 7.48750 3.79809  0.36
H -4.64546 5.91738 3.53737  0.26
H -3.83814 7.10246 6.22869  0.28
H -5.31223 6.19861 5.81834  0.33
O 8.29389 1.57798 1.50637  -0.59
C 7.94681 1.48142 0.36723  0.45
O 7.80306 0.28224 -0.25030  -0.38
C 7.46670 0.47246 -1.64118  0.37
C 6.86382 1.86544 -1.71554  -0.06
C 7.62073 2.59878 -0.61060  -0.55
H 8.38001 0.39410 -2.23631  0.22
H 6.76677 -0.30532 -1.94111  -0.25
H 6.96162 2.31635 -2.69547  0.05
H 5.80018 1.82103 -1.46362  0.22
H 8.55817 3.02576 -0.96955  0.27
H 7.03374 3.37037 -0.12081  0.34
O 8.37529 2.17173 -4.61368  -0.57
C 7.48234 1.77722 -5.30103  0.57
O 6.18469 2.12605 -5.10098  -0.34
C 5.33540 1.40855 -6.01008  -0.25
C 6.23493 0.99870 -7.17071  -0.49
C 7.57945 0.81231 -6.46760  -0.46
H 4.92187 0.54425 -5.48206  0.09
H 4.52216 2.06585 -6.31204  0.29
H 5.87688 0.11687 -7.69742  0.34
H 6.30483 1.81564 -7.88929  0.28
H 7.69910 -0.19604 -6.06823  0.23
H 8.43000 1.06069 -7.09458  0.32

***

[5]
Formula: C6H6
Source: the OMol25 dataset
Level of theory: ωB97M-V/def2-TZVPD

Output
E_LUMO (alpha / beta) = -0.44 / -0.40 eV
gap between HOMO and LUMO (alpha / beta) = 7.04 / 7.79 eV
HOMO level (alpha / beta) = -0.2747 / -0.3008 Eh
spin multiplicity = 1
energy above the lowest of the compared OMol25 structures with the same formula, charge and spin = 159.0 kcal/mol

Each line ends with the natural charge from an NBO analysis.
CARTESIAN COORDINATES (ANGSTROEM)
C -2.66046 0.65503 0.12916  -0.69
C -1.34562 0.16809 -0.27976  0.08
C -0.25142 -0.22224 -0.62042  -0.09
C 1.02527 -0.67324 -1.03076  -0.24
C 2.21825 -0.26047 -0.42130  -0.38
C 3.11203 0.52858 0.06873  -0.16
H -2.61591 1.09437 1.13069  0.24
H -3.01668 1.42688 -0.56163  0.24
H -3.39584 -0.15580 0.14014  0.24
H 1.07362 -1.46971 -1.76961  0.23
H 2.21013 -1.40124 -0.17203  0.34
H 3.72135 0.33484 0.94652  0.19

***

[6]
Formula: C11H27N4O2Pt
Source: the OMol25 dataset
Level of theory: ωB97M-V/def2-TZVPD

Output
E_LUMO (alpha / beta) = -2.20 / -2.87 eV
gap between HOMO and LUMO (alpha / beta) = 8.26 / 8.83 eV
HOMO level (alpha / beta) = -0.3843 / -0.4300 Eh
total charge = +1
spin multiplicity = 3

Each line ends with the natural charge from an NBO analysis.
CARTESIAN COORDINATES (ANGSTROEM)
Pt -0.31170 0.61618 -0.63471  1.07
N 0.46608 1.43659 1.27598  -0.84
C 1.90286 1.19779 1.46117  -0.23
C 2.19009 -0.25785 1.12732  -0.24
N 1.65932 -0.62563 -0.19346  -0.64
C 2.57439 -0.44957 -1.33860  -0.24
C 2.54545 0.94813 -1.95077  -0.24
N 1.17080 1.33327 -2.25828  -0.82
H 0.23786 2.42236 1.34288  0.40
H -0.08766 0.95957 1.98469  0.41
H 2.23221 1.41508 2.48080  0.21
H 2.44034 1.87065 0.79350  0.20
H 1.68269 -0.88696 1.86311  0.21
H 3.26222 -0.46521 1.20451  0.21
H 1.38588 -1.59924 -0.16573  0.40
H 2.27048 -1.17153 -2.09841  0.21
H 3.60229 -0.69586 -1.04830  0.20
H 3.19006 0.94941 -2.83430  0.21
H 2.95860 1.68362 -1.25952  0.20
H 0.78296 0.84430 -3.05990  0.41
H 1.05727 2.32340 -2.43796  0.40
C -2.85322 0.34711 -2.24119  -0.24
O -1.53505 0.81635 -2.15170  -0.81
H -3.43981 0.63580 -1.36116  0.16
H -2.88004 -0.74321 -2.32460  0.17
H -3.31894 0.78435 -3.12874  0.18
O -1.83142 -0.23096 1.17772  -0.68
C -2.78696 -1.00123 1.12626  0.74
C -3.73692 -1.15969 2.27024  -0.50
C -3.06876 -2.24330 3.15103  -0.38
C -2.59263 -3.52453 2.44228  -0.41
C -1.38753 -3.37836 1.49251  -0.43
C -1.73973 -2.86153 0.08651  -0.22
N -2.89424 -1.95665 0.14965  -0.62
H -4.71542 -1.49591 1.92340  0.22
H -3.85143 -0.22943 2.82235  0.24
H -3.77312 -2.51725 3.93703  0.23
H -2.20972 -1.78575 3.64915  0.21
H -3.42887 -4.00259 1.92084  0.20
H -2.30957 -4.22696 3.22790  0.23
H -0.89247 -4.34518 1.39268  0.23
H -0.66039 -2.70703 1.95952  0.20
H -2.01150 -3.67574 -0.58433  0.22
H -0.90158 -2.32926 -0.37195  0.20
H -3.75484 -2.47887 0.24198  0.38